A structure of composition C28H34IrN6O. Source: OMol25; level of theory: wB97M-V/def2-TZVPD.

HOMO (eV): -17.62
F_max (eV/A): 4.950
ΔE to the lowest compared entry with this formula, charge and spin (eV): 1.420
Spin multiplicity: 1
E_LUMO (eV): -8.36
Net charge: +3

```
70
Properties=species:S:1:pos:R:3:forces:R:3:lowdin_charge:R:1
Ir -0.086 -0.131 0.047 1.21 -4.47 -1.74 1.463
C -0.227 -2.942 -1.199 -0.06 -0.37 0.10 -0.071
N 0.748 -2.167 -0.398 0.47 1.08 0.16 -0.219
C 0.915 -2.841 0.896 0.14 -0.17 0.28 -0.106
C -0.269 -2.552 1.767 0.05 0.05 0.03 -0.257
C -0.722 -3.445 2.716 0.03 0.01 0.03 0.032
C -1.685 -3.039 3.628 -0.04 -0.03 0.04 0.017
C -2.162 -1.740 3.564 -0.01 -0.01 0.01 0.008
C -1.710 -0.914 2.554 0.19 -0.24 0.07 -0.083
N -0.791 -1.312 1.654 -0.88 0.90 0.17 -0.029
C 2.030 -1.974 -1.111 0.17 -0.08 -0.09 -0.076
C 2.000 -0.759 -1.996 0.03 -0.03 0.13 -0.229
C 2.821 -0.639 -3.102 0.03 0.01 -0.02 0.031
C 2.884 0.575 -3.770 0.03 0.04 -0.01 0.013
C 2.112 1.637 -3.320 0.03 -0.02 -0.01 0.000
C 1.283 1.435 -2.236 0.09 -0.19 -0.11 -0.091
N 1.234 0.261 -1.582 -0.68 1.41 0.11 -0.038
C -1.174 -2.080 -1.934 -0.15 0.03 -0.27 -0.229
C -2.025 -2.596 -2.899 0.08 0.01 -0.11 0.034
C -2.940 -1.760 -3.507 -0.03 0.00 -0.03 0.018
C -2.936 -0.410 -3.171 0.06 -0.01 -0.07 0.006
C -2.049 0.034 -2.221 0.12 -0.04 -0.18 -0.094
N -1.197 -0.798 -1.577 -1.28 0.52 0.75 -0.042
H -0.812 -3.577 -0.529 0.09 0.00 0.06 0.152
H 0.294 -3.613 -1.886 0.06 0.00 0.04 0.157
H 1.799 -2.436 1.385 0.03 0.01 -0.05 0.107
H 1.078 -3.916 0.783 -0.05 0.00 -0.08 0.159
H -0.307 -4.444 2.754 0.02 0.01 0.01 0.141
H -2.045 -3.724 4.386 0.01 0.01 0.00 0.139
H -2.879 -1.365 4.281 -0.02 -0.01 -0.03 0.134
H -2.073 0.096 2.465 0.04 0.01 0.05 0.107
H 2.313 -2.864 -1.675 -0.02 -0.01 0.00 0.149
H 2.811 -1.810 -0.364 -0.03 -0.01 0.05 0.143
H 3.421 -1.480 -3.423 -0.01 0.00 0.01 0.139
H 3.536 0.692 -4.627 -0.02 -0.01 0.00 0.138
H 2.148 2.604 -3.802 -0.04 -0.02 -0.03 0.133
H 0.634 2.221 -1.876 0.00 -0.02 0.04 0.112
H -1.964 -3.644 -3.163 -0.01 0.01 0.03 0.143
H -3.635 -2.147 -4.239 0.01 0.01 -0.01 0.139
H -3.614 0.288 -3.641 0.03 0.01 -0.02 0.134
H -2.001 1.079 -1.958 0.00 -0.01 -0.02 0.113
C 3.697 2.179 0.552 0.00 -0.04 0.00 0.014
N 3.630 1.056 1.492 0.15 0.12 -0.09 -0.103
C 4.888 0.727 2.179 -0.05 0.05 0.19 0.010
C 2.498 0.453 1.779 -0.30 -0.23 0.08 -0.432
C 2.480 -0.551 2.897 -0.03 0.02 -0.02 0.031
O 1.429 0.766 1.158 0.06 0.40 0.44 -0.181
H 4.042 3.067 1.080 0.03 -0.01 0.02 0.117
H 2.715 2.371 0.136 -0.02 -0.01 -0.01 0.068
H 4.402 1.952 -0.246 0.00 -0.03 0.01 0.107
H 5.711 1.119 1.590 -0.01 0.00 -0.03 0.106
H 5.014 -0.348 2.277 0.00 -0.01 -0.06 0.097
H 4.927 1.175 3.172 -0.02 0.07 -0.02 0.117
H 2.845 -0.087 3.814 0.00 0.00 0.00 0.117
H 3.132 -1.403 2.696 0.03 0.03 0.04 0.097
H 1.462 -0.890 3.064 0.01 0.02 0.02 0.078
C -4.462 4.411 0.298 0.08 0.00 0.06 -0.004
C -3.424 3.335 0.331 -0.10 0.07 -0.03 -0.210
C -3.767 1.984 0.385 0.00 -0.01 0.08 0.029
C -2.787 1.016 0.398 -0.06 0.13 0.10 -0.159
N -1.478 1.324 0.367 0.69 1.13 -0.12 -0.154
C -1.129 2.628 0.336 -0.17 0.02 0.14 -0.094
C -2.060 3.639 0.317 -0.01 0.02 0.03 0.028
H -5.461 4.007 0.155 0.00 0.01 -0.01 0.095
H -4.247 5.132 -0.491 -0.01 -0.03 -0.02 0.105
H -4.447 4.967 1.239 -0.01 -0.03 0.01 0.112
H -4.806 1.682 0.420 0.01 -0.02 -0.02 0.139
H -3.044 -0.034 0.432 0.01 0.00 -0.09 0.122
H -0.068 2.840 0.343 0.01 -0.05 0.01 0.110
H -1.727 4.668 0.298 0.01 -0.01 -0.02 0.140
```
Forces are in eV/Å.